1.
# C23H43CoN2O2P3

C23H43CoN2O2P3 as an isolated structure in a non-equilibrium geometry (ωB97M-V with the def2-TZVPD basis set, the OMol25 dataset).

Values from the calculation:
Orbital gap (alpha / beta) ... 6.4 / 4.4 eV
Total charge ... +3
Spin multiplicity ... 5
LUMO energy (alpha / beta) ... -9.66 / -12.72 eV

Last column: Löwdin charge in e.
CARTESIAN COORDINATES (ANGSTROEM)
Co1 -1.30995 -0.13109 -0.12923  0.27
P1 -1.56532 -1.45222 1.92614  0.79
P2 -1.51639 -2.06419 -1.30448  0.76
P3 0.48418 1.14749 1.22677  0.84
H1 -4.15305 0.43328 -0.59753  0.13
C1 -3.08314 0.86145 -0.63527  -0.22
C2 -2.70651 1.15940 -1.99413  0.06
H2 -3.03915 0.53339 -2.79987  0.07
C3 -3.21869 -0.84875 2.41445  -0.24
C4 -1.84146 -3.27064 1.78264  -0.25
C5 -0.68072 -1.51174 3.54613  -0.23
C6 -0.91208 -1.67402 -2.97262  -0.23
C7 -0.96346 -3.80837 -1.35235  -0.22
C8 -3.32331 -2.16176 -1.27749  -0.23
C9 1.82811 2.14566 0.46910  -0.22
C10 1.37576 0.76375 2.80315  -0.21
C11 -0.78696 2.34782 1.77871  -0.26
H3 -3.10813 1.73760 0.04077  0.07
H4 -2.46375 2.18188 -2.31811  0.07
H5 -3.58234 -1.44014 3.26250  0.07
H6 -3.92584 -0.99922 1.58070  0.04
H7 -3.14306 0.19932 2.74883  0.05
H8 -2.04324 -3.67160 2.78825  0.07
H9 -0.91937 -3.76537 1.44326  0.04
H10 -2.71006 -3.49192 1.13938  0.04
H11 -1.12954 -2.28968 4.18204  0.07
H12 -0.76584 -0.55171 4.07501  0.05
H13 0.37158 -1.81623 3.41493  0.03
H14 -0.88353 -2.60642 -3.55235  0.07
H15 0.11734 -1.28680 -2.93357  0.02
H16 -1.56208 -0.92100 -3.40439  0.03
H17 -1.57272 -4.33142 -2.12578  0.08
H18 -1.03619 -4.38103 -0.42476  0.03
H19 0.09559 -3.89675 -1.71709  0.08
H20 -3.64001 -2.50159 -2.28220  0.08
H21 -3.67883 -1.11852 -1.11241  -0.01
H22 -3.64651 -2.89913 -0.54826  0.05
H23 2.54311 2.51046 1.22717  0.07
H24 1.42824 3.02719 -0.03570  0.01
H25 2.29264 1.53931 -0.32219  0.02
H26 2.19448 1.47793 2.99131  0.07
H27 1.83917 -0.22535 2.72269  0.02
H28 0.68523 0.72221 3.65433  0.04
H29 -0.45317 3.38276 1.65502  0.05
H30 -1.06776 2.17582 2.82421  0.06
H31 -1.68472 2.22927 1.16213  -0.02
C12 1.55145 3.86471 -2.82782  -0.19
C13 0.28287 3.25910 -2.59281  0.06
C14 -0.51256 3.82075 -1.58844  -0.04
C15 -0.27339 5.13547 -1.20861  0.04
C16 0.85691 5.83474 -1.63037  0.05
C17 1.76834 5.21843 -2.50578  0.11
O1 2.67402 3.10257 -3.11796  0.13
H32 2.61669 2.78468 -4.02224  0.15
H33 0.10920 2.24772 -2.95994  0.13
H34 -1.37094 3.30809 -1.20901  0.08
H35 -0.99337 5.62629 -0.57611  0.15
H36 0.99916 6.87986 -1.41265  0.14
H37 2.62675 5.71103 -2.88601  0.14
N1 4.66617 -2.95218 2.14413  0.20
C18 3.34962 -2.57364 2.02405  -0.43
O2 2.57484 -2.50498 3.02362  0.02
C19 2.92892 -2.14440 0.66298  -0.10
C20 3.81522 -1.74990 -0.35021  0.04
C21 3.30714 -1.02379 -1.42509  -0.01
C22 1.96218 -0.63445 -1.40508  -0.18
N2 1.10646 -1.08974 -0.47450  -0.06
C23 1.55771 -1.91451 0.48724  -0.10
H38 4.92491 -3.34927 3.04653  0.14
H39 5.16566 -3.28296 1.34777  0.10
H40 4.86413 -2.01021 -0.27997  0.13
H41 3.92982 -0.71732 -2.26044  0.12
H42 1.57863 0.06785 -2.15656  0.10
H43 0.79495 -2.37325 1.13343  0.09

2.
# C23H43F5GeN2O3RuSi3

C23H43F5GeN2O3RuSi3 as an isolated structure in a non-equilibrium geometry (ωB97M-V with the def2-TZVPD basis set, the OMol25 dataset).

Values from the calculation:
Orbital gap (alpha / beta) ... 7.8 / 4.9 eV
Total charge ... +2
Spin multiplicity ... 5
LUMO energy (alpha / beta) ... -5.80 / -8.88 eV

Last column: Löwdin charge in e.
CARTESIAN COORDINATES (ANGSTROEM)
Ru1 0.45266 0.23908 0.12496  1.23
C1 1.59011 4.52451 -1.94859  0.02
N1 2.64918 3.60336 -1.52055  -0.10
C2 4.01822 4.07073 -1.76023  0.01
C3 2.35363 2.42844 -1.00915  -0.36
O1 1.15928 2.06520 -0.84471  -0.13
C4 3.49520 1.51474 -0.60550  -0.08
O2 2.95684 0.27819 -0.18382  -0.18
C5 3.57626 -0.33238 0.93386  -0.08
C6 2.69555 -0.16318 2.16727  -0.41
O3 1.58811 0.42268 2.05554  -0.09
N2 3.12902 -0.65937 3.30539  -0.10
C7 2.30291 -0.59980 4.51537  0.01
C8 4.40401 -1.37661 3.41955  0.01
H1 1.55271 5.37906 -1.27426  0.11
H2 1.81704 4.87902 -2.95348  0.11
H3 0.63229 4.01854 -1.94976  0.07
H4 4.07111 5.12667 -1.50644  0.11
H5 4.74431 3.54334 -1.14992  0.09
H6 4.28060 3.95203 -2.81120  0.11
H7 4.15661 1.35064 -1.45687  0.16
H8 4.06097 1.99511 0.19525  0.15
H9 3.69094 -1.39474 0.71387  0.15
H10 4.56828 0.08250 1.10720  0.14
H11 1.35484 -0.12828 4.28948  0.08
H12 2.12748 -1.61087 4.88063  0.11
H13 2.82145 -0.02541 5.28166  0.11
H14 5.20154 -0.87623 2.87487  0.10
H15 4.68669 -1.40498 4.46733  0.11
H16 4.31236 -2.40295 3.05959  0.11
C9 -1.70442 0.90026 2.84562  -0.20
Si1 -2.22171 1.61504 1.20649  0.42
C10 -1.33050 3.19268 0.81403  -0.20
C11 -4.04952 1.73858 0.95936  -0.18
Ge1 -1.75124 -0.22787 -0.53844  0.70
Si2 -2.31639 0.34975 -2.88724  0.39
C12 -4.16887 0.36038 -2.86382  -0.21
C13 -1.58396 -0.89083 -4.04508  -0.20
C14 -1.57949 2.05951 -3.06401  -0.21
Si3 -2.95647 -2.24996 0.24505  0.40
C15 -2.36894 -2.60237 1.97815  -0.20
C16 -4.75879 -1.80655 0.18515  -0.20
C17 -2.42525 -3.46477 -1.05846  -0.20
H17 -1.59785 1.70598 3.57937  0.05
H18 -0.74237 0.38657 2.78397  -0.01
H19 -2.44507 0.19184 3.22238  0.04
H20 -1.46488 3.88859 1.64930  0.05
H21 -1.72421 3.66266 -0.08967  0.04
H22 -0.25918 3.03569 0.67854  0.00
H23 -4.45097 2.38275 1.75076  0.06
H24 -4.54678 0.77081 1.02534  0.01
H25 -4.29430 2.19527 -0.00190  0.04
H26 -4.57679 -0.64979 -2.78744  0.03
H27 -4.53279 0.79439 -3.80167  0.06
H28 -4.56348 0.96245 -2.04209  0.02
H29 -1.76601 -1.91760 -3.72111  0.03
H30 -0.50918 -0.74433 -4.14530  0.03
H31 -2.03884 -0.76627 -5.03344  0.05
H32 -2.29310 2.82882 -2.75492  0.04
H33 -1.30626 2.25741 -4.10598  0.05
H34 -0.68010 2.15088 -2.45615  -0.02
H35 -3.20050 -2.50937 2.68078  0.05
H36 -1.58462 -1.91262 2.28362  -0.01
H37 -1.96842 -3.61595 2.06739  0.05
H38 -5.06996 -1.32980 1.11681  0.03
H39 -5.35828 -2.71568 0.06497  0.05
H40 -4.99990 -1.14116 -0.64534  0.01
H41 -1.40965 -3.26225 -1.40402  0.01
H42 -3.09877 -3.41763 -1.91798  0.04
H43 -2.44831 -4.48790 -0.66956  0.05
F1 0.99216 -1.28935 -2.27329  0.05
C18 1.12153 -2.18851 -1.27352  -0.27
C19 0.72474 -1.80977 0.00092  -0.19
C20 0.96788 -2.73084 0.99946  -0.25
F2 0.69147 -2.42973 2.28184  0.08
C21 1.51735 -3.97589 0.74603  -0.14
F3 1.72988 -4.82700 1.74172  0.15
C22 1.86131 -4.32601 -0.54963  -0.12
F4 2.37937 -5.51269 -0.80015  0.17
C23 1.67471 -3.41274 -1.57818  -0.14
F5 2.03551 -3.71409 -2.81600  0.16

3.
# C23H43FN3O4PSi2

C23H43FN3O4PSi2 as an isolated structure in a non-equilibrium geometry (ωB97M-V with the def2-TZVPD basis set, the OMol25 dataset).

Values from the calculation:
Orbital gap ... 8.6 eV
LUMO energy ... 0.65 eV

Last column: Löwdin charge in e.
CARTESIAN COORDINATES (ANGSTROEM)
C1 0.08684 -4.09963 1.50678  -0.10
C2 0.68217 -3.59187 0.18800  -0.23
C3 0.18160 -2.19476 -0.21827  -0.29
N1 -0.90938 -2.26779 -1.19038  -0.08
Si1 -1.96593 -0.88508 -1.39359  0.29
C4 -1.29132 0.35403 -2.63234  -0.20
C5 0.20648 0.55777 -2.50719  -0.50
C6 0.98957 -0.40279 -3.39680  -0.05
O1 0.47871 1.91400 -2.92603  -0.06
O2 -3.37674 -1.46745 -2.05391  -0.27
Si2 -4.47120 -2.37191 -1.21815  0.40
C7 -3.71077 -3.75609 -0.23544  -0.21
C8 -3.14588 -4.85616 -1.11856  -0.26
F1 -3.33596 -6.09840 -0.51087  -0.07
O3 -5.32381 -1.36599 -0.23503  -0.22
C9 -6.73555 -1.37525 -0.21199  -0.21
C10 -7.31271 0.00708 -0.60140  -0.40
C11 -7.91736 0.03938 -2.00301  -0.03
O4 -6.32065 1.02300 -0.56502  -0.04
P1 -2.34976 0.30418 0.44368  0.81
C12 -0.79013 1.20991 0.80411  -0.34
C13 -2.58742 -0.78114 1.90394  -0.34
H1 -0.04543 -5.18017 1.47493  0.07
H2 0.76082 -3.90636 2.33874  0.07
H3 -0.88438 -3.65607 1.71073  0.05
H4 1.76730 -3.57897 0.26277  0.10
H5 0.41951 -4.28341 -0.61011  0.09
H6 1.03629 -1.62589 -0.59742  0.09
H7 -0.17594 -1.68105 0.67090  0.07
H8 -0.55346 -2.61192 -2.07254  0.08
H9 -1.79356 1.30027 -2.42231  0.08
H10 -1.57090 0.05951 -3.64332  0.09
H11 0.54188 0.49599 -1.47452  0.08
H12 0.48183 -1.35349 -3.54039  0.06
H13 1.06448 0.06375 -4.37732  0.09
H14 1.99087 -0.58336 -3.01138  0.07
H15 1.37062 2.11801 -2.64770  0.05
H16 -5.38210 -2.97822 -2.21244  0.04
H17 -4.52006 -4.20469 0.34560  0.09
H18 -2.94416 -3.42713 0.46268  0.05
H19 -2.08085 -4.71870 -1.27523  0.09
H20 -3.65470 -4.90601 -2.08169  0.10
H21 -7.05744 -1.63280 0.79855  0.12
H22 -7.16161 -2.12922 -0.87534  0.10
H23 -8.09596 0.25768 0.11751  0.13
H24 -9.00354 0.08412 -1.96028  0.08
H25 -7.65664 -0.84495 -2.58011  0.07
H26 -7.57039 0.91831 -2.53709  0.08
H27 -5.96656 1.07544 0.32097  0.08
H28 -0.74151 2.05679 0.12448  0.03
H29 -0.82960 1.59964 1.81842  0.04
H30 0.11678 0.61703 0.70579  -0.01
H31 -2.78134 -0.12932 2.75438  0.03
H32 -3.46818 -1.40275 1.77220  0.01
H33 -1.74359 -1.42084 2.15967  0.02
N2 3.02951 0.95438 -0.58193  0.06
C14 3.02565 0.99269 0.74849  -0.16
C15 3.76711 1.89716 1.49226  -0.06
C16 4.56064 2.81368 0.82123  -0.07
C17 4.57758 2.78300 -0.56387  -0.06
C18 3.79828 1.83893 -1.21403  -0.16
H34 2.39526 0.25815 1.23961  0.10
H35 3.72316 1.88096 2.57257  0.10
H36 5.16237 3.52729 1.36608  0.08
H37 5.18382 3.47524 -1.13167  0.10
H38 3.78987 1.78302 -2.29875  0.11
N3 7.49053 3.79728 2.45048  0.05
C19 7.48545 3.83675 3.78086  -0.15
C20 8.22510 4.74245 4.52564  -0.07
C21 9.01662 5.65795 3.85192  -0.08
C22 9.03480 5.62881 2.46725  -0.07
C23 8.25625 4.68321 1.81778  -0.15
H39 6.85659 3.10205 4.27219  0.10
H40 8.18005 4.72781 5.60568  0.10
H41 9.60949 6.38109 4.39648  0.11
H42 9.63882 6.32287 1.89966  0.10
H43 8.24379 4.62902 0.73445  0.10